{"formula": "C10H9BrFNO2", "method": "the ωB97M-V functional and the def2-TZVPD basis", "energy_ha": -3265.33473, "orbital_gap_ev": [7.24, 7.44], "elements": ["C", "C", "C", "C", "C", "C", "C", "C", "C", "C", "N", "O", "O", "F", "Br", "H", "H", "H", "H", "H", "H", "H", "H", "H"], "coordinates": [[-0.4332, -3.5569, -0.6576], [0.2224, -2.7372, -1.5519], [-0.2003, -3.3381, 0.7411], [1.0875, -1.6846, -1.2411], [0.5599, -2.2302, 1.0541], [1.1257, -1.3431, 0.0968], [0.1917, 1.5186, 0.1091], [-1.5319, 2.7594, 0.8520], [-1.0115, 3.6906, -0.2003], [1.8059, -0.1801, 0.6743], [-0.1002, 1.7063, -1.1220], [-0.2523, 2.0534, 1.1637], [-0.8460, 2.8895, -1.3667], [1.6403, 0.0739, 1.9661], [3.2358, 0.4946, -0.2465], [-1.0884, -4.3030, -1.0970], [-0.0849, -2.9144, -2.5356], [-0.8170, -3.8510, 1.5362], [1.5900, -0.8904, -1.9459], [0.7511, -2.0375, 2.0576], [-1.8792, 3.2956, 1.7894], [-2.2628, 2.0524, 0.5261], [-1.6591, 4.5319, -0.5482], [-0.0435, 4.0005, -0.0534]], "forces_ev_per_a": [[0.63, 0.48, 1.65], [0.24, 0.21, -0.12], [-1.51, -0.09, -1.10], [0.13, 2.19, -0.56], [-0.17, -0.19, -1.13], [0.50, -1.55, 1.88], [2.54, -3.29, -3.07], [1.46, 1.82, 2.30], [-2.82, -0.43, -2.54], [-3.95, 2.38, -1.62], [0.83, -0.15, 1.19], [-2.20, 0.88, 2.86], [-0.77, -0.14, -0.94], [1.04, -0.54, -0.02], [1.21, 0.39, 0.15], [-0.01, -0.01, 0.51], [0.19, -0.07, -1.67], [1.20, 0.32, -0.99], [-1.29, -2.17, 0.90], [0.08, 0.48, 1.65], [0.61, -0.86, -1.00], [-0.38, -0.40, -0.43], [0.33, -0.66, 0.60], [2.11, 1.39, 1.50]]}


{"formula": "C10H9IN2O3S", "method": "the ωB97M-V functional and the def2-TZVPD basis", "energy_ha": -1417.33850, "total_charge": -2, "orbital_gap_ev": 1.58, "elements": ["I", "C", "C", "C", "C", "C", "C", "C", "N", "S", "N", "C", "C", "H", "H", "H", "H", "H", "H", "H", "H", "H", "C", "O", "O", "O"], "coordinates": [[-3.0585, -0.7487, -0.2836], [-1.2000, -1.1470, -1.4122], [-0.2067, -2.0615, -0.5369], [1.3516, -1.9089, -1.0050], [1.8154, -0.4585, -0.4519], [2.2229, -0.3770, 1.0454], [2.6268, 0.9974, 1.6191], [2.5966, 2.2227, 0.6473], [2.8946, 3.6164, 0.9580], [2.7076, 4.4917, -0.5183], [2.2390, 3.3154, -1.7137], [2.2183, 2.1312, -0.9001], [1.8169, 0.7248, -1.4375], [-0.7748, -0.1149, -1.6571], [-1.4088, -1.6546, -2.4233], [-0.5368, -3.1484, -0.4421], [-0.2313, -1.6081, 0.5257], [1.4481, -1.9900, -2.1422], [1.9983, -2.7228, -0.5056], [2.2291, -1.3004, 1.7151], [2.9162, 1.1180, 2.7080], [1.4996, 0.5416, -2.5260], [-6.3354, 0.0050, 2.2215], [-7.1029, -0.2661, 3.1674], [-5.5974, 1.0403, 2.1620], [-6.1832, -0.7170, 1.1827]], "forces_ev_per_a": [[0.42, -0.30, -0.55], [0.77, -0.52, -0.52], [0.42, 1.17, 0.56], [-0.51, 0.97, 0.93], [0.80, 1.39, -0.54], [0.35, 3.97, -1.62], [-1.15, -1.22, -3.31], [0.04, 1.58, -0.88], [-1.07, -3.38, -2.70], [-0.21, -1.92, 0.53], [0.77, -2.40, 5.21], [-0.52, -1.56, -0.50], [0.65, -0.67, 3.45], [-0.37, -1.54, 0.63], [0.01, 0.69, 1.58], [0.29, 1.43, -0.43], [-0.02, -0.91, -1.58], [-0.05, 0.21, 1.57], [-1.00, 1.22, -0.80], [-0.08, 1.45, -1.17], [-0.43, -0.03, -1.67], [0.61, 0.43, 1.93], [0.83, 0.43, -0.83], [-0.68, -0.25, 0.76], [0.47, 1.46, 0.91], [-0.32, -1.68, -0.98]]}


{"formula": "C10H9IOS2", "method": "the ωB97M-V functional and the def2-TZVPD basis", "smiles": "I/C=C1/C=CC=CC1.O=c1sccs1", "energy_ha": -1555.64267, "orbital_gap_ev": [7.49, 7.49], "elements": ["I", "C", "C", "C", "C", "C", "C", "C", "H", "H", "H", "H", "H", "H", "H", "O", "C", "S", "C", "C", "S", "H", "H"], "coordinates": [[2.1340, -2.1745, 1.7297], [1.4609, -1.0393, 0.1013], [0.2443, -0.9011, -0.3574], [-0.0346, -0.6118, -1.7214], [-1.3765, -0.5115, -2.0225], [-2.4261, -0.6325, -1.1421], [-2.2409, -1.0109, 0.2025], [-0.8631, -1.2452, 0.5941], [2.2244, -0.9120, -0.5695], [0.8238, -0.6944, -2.3807], [-1.7970, -0.3671, -3.0247], [-3.4607, -0.4081, -1.5196], [-3.0540, -1.0142, 0.8088], [-0.7282, -2.2128, 0.8283], [-0.6499, -0.8629, 1.5878], [-0.2264, 2.9213, -1.4736], [0.5854, 2.4046, -0.7501], [0.1359, 2.0012, 0.9705], [1.7886, 1.5879, 1.3560], [2.7554, 1.6327, 0.5095], [2.1946, 2.0581, -1.1139], [1.8708, 1.0741, 2.2910], [3.8888, 1.4805, 0.7432]], "forces_ev_per_a": [[-0.34, 0.51, -0.03], [0.85, -1.27, 0.69], [-1.37, -0.42, 1.74], [-2.13, -0.08, -0.49], [2.81, 0.19, -2.96], [-2.91, -0.67, 5.07], [1.05, 1.89, -6.03], [-0.02, 2.34, 0.42], [2.05, 0.31, -1.32], [-0.50, 0.51, -0.43], [1.09, 0.03, -0.11], [1.16, -0.32, 0.51], [-2.04, -0.37, 2.02], [0.23, -4.12, 0.57], [0.00, 0.77, 0.18], [0.41, -0.35, -0.31], [-2.59, 0.83, 1.14], [1.14, 0.13, -0.77], [-2.50, -0.77, 2.68], [3.25, 0.50, -2.01], [2.45, 0.02, -0.60], [0.37, 0.32, 0.77], [-2.46, 0.00, -0.71]]}


{"formula": "C10H9N", "method": "the ωB97M-V functional and the def2-TZVPD basis", "smiles": "c1ccc(-c2ccc[nH]2)cc1", "energy_ha": -441.07067, "orbital_gap_ev": 8.91, "elements": ["C", "C", "C", "C", "C", "C", "C", "C", "N", "C", "C", "H", "H", "H", "H", "H", "H", "H", "H", "H"], "coordinates": [[-3.2299, -0.0299, -0.0196], [-2.5907, 1.1394, 0.3501], [-1.1170, 1.1961, 0.3579], [-0.4209, -0.0079, -0.0777], [1.0553, -0.0222, -0.1428], [1.9228, 0.7371, -0.9480], [3.2325, 0.4262, -0.5255], [3.1646, -0.4612, 0.5337], [1.8569, -0.7111, 0.7721], [-1.1055, -1.1047, -0.5141], [-2.5032, -1.2123, -0.4114], [-4.4463, -0.0504, 0.1684], [-2.9795, 1.8625, 0.7587], [-0.4480, 1.9600, 0.8780], [1.7257, 1.3922, -1.8070], [4.2791, 0.6773, -0.8430], [3.8305, -0.8267, 1.1545], [1.4700, -1.2597, 1.6837], [-0.6078, -1.8535, -0.6266], [-3.0886, -1.8512, -0.7415]], "forces_ev_per_a": [[-2.01, -0.79, 0.63], [7.71, -6.95, -3.23], [-0.43, -2.34, -0.03], [-0.41, 3.21, 0.52], [1.02, 0.93, 0.34], [-0.11, -0.56, 0.01], [2.31, -0.75, 0.78], [-3.33, 2.20, -2.83], [-2.60, -1.52, 2.27], [-7.13, 6.57, 2.36], [4.04, 9.15, 2.64], [3.32, -0.16, -0.84], [-4.72, 7.41, 3.82], [-1.47, -0.68, -1.07], [-0.39, -0.49, 0.65], [-1.59, 0.30, -0.24], [3.44, -1.72, 2.61], [1.23, 1.91, -3.35], [5.68, -8.78, -2.20], [-4.56, -6.94, -2.83]]}


{"formula": "C10H9N2O5Sn", "method": "the ωB97M-V functional and the def2-TZVPD basis", "energy_ha": -1085.09099, "total_charge": 3, "orbital_gap_ev": 5.78, "elements": ["O", "C", "Sn", "O", "C", "C", "O", "C", "O", "C", "O", "H", "C", "C", "C", "C", "N", "N", "C", "H", "H", "H", "H", "H", "H", "H", "H"], "coordinates": [[0.4417, 3.1790, -4.9733], [0.1218, 2.9207, -3.9125], [-0.0845, -0.1780, 0.0357], [2.1263, -2.2090, -0.8886], [1.2949, -1.4331, -0.7278], [-1.6953, 1.0062, 2.5139], [-2.0583, 1.6257, 3.4335], [-2.0910, -1.1746, -0.8842], [-2.7649, -1.8534, -1.5065], [1.3733, 1.2108, 1.1787], [2.0192, 1.5284, 2.1148], [-1.1176, 1.1463, -0.3005], [2.1845, -2.9405, 4.1500], [1.0374, -2.4504, 3.4266], [-0.3133, -2.6913, 3.5878], [-1.0314, -1.9637, 2.6576], [-0.0793, -1.2831, 1.9524], [1.1491, -1.6180, 2.4086], [-2.4841, -1.8539, 2.3635], [2.1613, -2.6285, 5.1966], [2.2121, -4.0318, 4.1618], [3.1193, -2.5962, 3.7289], [-0.7907, -3.3013, 4.3142], [2.0141, -1.2194, 2.0315], [-2.9206, -2.7949, 2.7219], [-2.9302, -1.0264, 2.9639], [-2.7097, -1.7266, 1.2651]], "forces_ev_per_a": [[-0.69, -0.45, 2.16], [0.69, 0.38, -2.09], [-4.83, 2.50, 3.29], [-3.82, 3.50, 0.53], [6.40, -5.77, -2.25], [-1.77, 3.77, 4.35], [1.74, -3.13, -4.44], [-2.23, -3.68, -2.68], [1.91, 2.51, 2.07], [5.27, 2.23, 6.92], [-4.23, -1.68, -6.26], [0.98, -0.18, -0.22], [0.98, -0.55, 0.84], [-0.20, -0.47, 0.39], [-1.30, 0.03, 0.07], [0.97, -0.02, -0.42], [-0.07, 1.88, -3.25], [0.90, 0.33, -0.67], [-0.25, -0.08, 0.10], [-0.11, 0.03, 0.01], [-0.12, -0.03, -0.03], [0.25, 0.12, -0.13], [-0.03, -0.48, 0.60], [-0.46, -0.28, 0.58], [-0.26, 0.29, -0.28], [0.12, -0.64, -0.55], [0.14, -0.12, 1.37]]}


{"formula": "C10H9N8O4", "method": "the ωB97M-V functional and the def2-TZVPD basis", "energy_ha": -1125.28760, "total_charge": -1, "orbital_gap_ev": 4.03, "elements": ["C", "C", "N", "C", "C", "C", "N", "H", "H", "H", "H", "H", "H", "H", "O", "N", "O", "C", "C", "C", "N", "O", "O", "C", "N", "N", "N", "N", "C", "H", "H"], "coordinates": [[2.8192, 1.0942, 1.7374], [2.6094, -0.0979, 0.9141], [3.5281, -1.1125, 0.8663], [3.0243, -2.0393, 0.0077], [3.7215, -3.3115, -0.3064], [1.7617, -1.5490, -0.4719], [1.5279, -0.3522, 0.1176], [2.0283, 1.8283, 1.5658], [2.8274, 0.8130, 2.7963], [3.7933, 1.5348, 1.4997], [3.1733, -3.8518, -1.0879], [4.7463, -3.1255, -0.6613], [3.7905, -3.9590, 0.5816], [1.1144, -2.0474, -1.1859], [-5.6650, -0.0276, 0.4330], [-4.9533, 0.2034, -0.5589], [-5.3628, 0.0970, -1.7409], [-3.5624, 0.6146, -0.3988], [-2.7616, 0.8691, -1.5037], [-1.3955, 1.1922, -1.3377], [-0.6095, 1.6718, -2.4465], [-1.0916, 1.6512, -3.6008], [0.5284, 2.1220, -2.1870], [-0.8178, 1.1954, -0.0746], [-1.6369, 1.0093, 0.9990], [-1.3090, 1.1070, 2.3266], [-2.4133, 0.8913, 2.9941], [-3.4707, 0.6555, 2.1769], [-3.0003, 0.7314, 0.9201], [-3.1781, 0.8448, -2.5023], [0.2339, 1.3474, 0.1284]], "forces_ev_per_a": [[0.06, 0.46, 0.41], [-0.05, -2.97, -1.75], [-0.46, 0.72, 0.11], [-1.97, 1.55, -0.31], [0.17, -0.24, -0.05], [2.23, -1.14, 0.78], [0.06, 1.06, 0.57], [0.10, 0.05, 0.10], [-0.02, 0.23, -0.01], [-0.15, 0.12, 0.10], [0.14, 0.00, 0.12], [-0.20, -0.09, 0.06], [0.02, 0.08, -0.22], [-0.15, 0.27, 0.11], [1.74, 0.56, -1.67], [-1.95, -0.50, -0.89], [0.76, 0.22, 2.05], [0.72, 0.04, 0.14], [-0.49, -0.11, 0.55], [-0.49, -0.05, 1.47], [2.09, 0.93, -1.72], [0.46, -0.18, 2.19], [-2.43, -0.96, -0.43], [-0.03, 0.40, -0.05], [-1.14, -0.34, -0.04], [-0.91, -0.26, 0.28], [0.99, 0.21, -1.88], [0.57, 0.09, -0.92], [0.29, -0.04, 0.95], [-0.05, -0.07, 0.10], [0.09, -0.04, -0.15]]}